{
  "formula": "C9H14FNO2",
  "method": "wB97M-V/def2-TZVPD",
  "species": ["H", "H", "H", "O", "N", "C", "C", "C", "C", "C", "H", "C", "F", "O", "H", "H", "H", "C", "H", "H", "H", "H", "C", "H", "C", "H", "H"],
  "coordinates": [[0.8373, -1.7935, 2.9385], [0.9153, -0.4819, -1.5207], [0.5653, 0.1812, 4.3008], [0.6700, -0.0536, 1.5322], [2.2398, 2.5533, -2.0024], [-1.0853, 2.1683, -1.7972], [-0.8635, -1.3412, -1.9612], [1.4323, 0.3856, 0.5809], [-0.4935, 1.0093, -1.0100], [0.7610, 1.4843, -0.2295], [2.2539, -1.2328, 2.2025], [0.0461, -0.1114, -1.9340], [0.2842, 2.4531, 0.6253], [2.5479, 0.0113, 0.2816], [-1.4023, -1.2671, -1.0237], [-1.6140, -1.5330, -2.8133], [-0.3898, -2.2449, -1.6810], [1.5879, 2.0336, -1.2486], [-0.4451, 2.3506, -2.6865], [-1.0981, 0.4479, -0.3451], [-0.9631, 3.0567, -1.2755], [-2.1330, 1.9986, -1.9717], [1.3697, -0.8469, 2.5441], [0.1754, 0.2668, -2.9529], [1.6024, -0.0418, 3.8056], [2.2519, 0.7730, 3.4944], [2.2470, -0.5113, 4.5509]],
  "nbo_charge": [0.1940, 0.2119, 0.2218, -0.4753, -0.2586, -0.6231, -0.6154, 0.7725, -0.2070, 0.1619, 0.2090, -0.4176, -0.3247, -0.5689, 0.1946, 0.2179, 0.2149, 0.2488, 0.2240, 0.2251, 0.2237, 0.2280, -0.0873, 0.2214, -0.6402, 0.2193, 0.2294],
  "total_energy_ha": -656.36153,
  "smiles": "CCOC(=O)[C@@](F)(C#N)[C@@H](C)CC",
  "homo_ev": -10.95,
  "e_above_lowest_kj_mol": 0.0,
  "lumo_energy_ev": 0.7,
  "mol_weight_g_mol": 187.21,
  "gap_ev": 11.69
}